Record 1
{
  "formula": "C24H36N2O2",
  "method": "the ωB97M-V functional and the def2-TZVPD basis",
  "smiles": "CCCCC[C@H]1CN(C2CCCCC2)C(=O)[C@@H]1CC(=O)NCc1ccccc1",
  "de_lowest_ev": 0.000,
  "e_homo_ev": -9.041,
  "species": ["C", "C", "C", "C", "C", "C", "C", "N", "C", "C", "C", "C", "C", "C", "C", "O", "C", "C", "C", "O", "N", "C", "C", "C", "C", "C", "C", "C", "H", "H", "H", "H", "H", "H", "H", "H", "H", "H", "H", "H", "H", "H", "H", "H", "H", "H", "H", "H", "H", "H", "H", "H", "H", "H", "H", "H", "H", "H", "H", "H", "H", "H", "H", "H"],
  "xyz": [[-7.06195, -1.61661, -0.15801], [-5.60734, -2.07337, -0.17294], [-4.62699, -0.97569, -0.58978], [-4.49588, 0.12929, 0.45718], [-3.55177, 1.25688, 0.03763], [-2.09548, 0.83467, -0.15760], [-1.22591, 2.01906, -0.61655], [0.04127, 1.83777, 0.05189], [1.21746, 2.60552, -0.32344], [2.32582, 1.67845, -0.82980], [3.54765, 2.48903, -1.24853], [4.05348, 3.32829, -0.07966], [2.95112, 4.25408, 0.42494], [1.72894, 3.44602, 0.84851], [0.00832, 0.93091, 1.03694], [0.94582, 0.60277, 1.74467], [-1.39585, 0.33873, 1.11585], [-1.31209, -1.18745, 1.26735], [-0.61995, -1.80465, 0.06115], [-1.23094, -2.25626, -0.89065], [0.72256, -1.79415, 0.13719], [1.56492, -2.22489, -0.96170], [2.89883, -2.67458, -0.43963], [4.05814, -1.97784, -0.75018], [5.27897, -2.38271, -0.23844], [5.35073, -3.48540, 0.59458], [4.19726, -4.18294, 0.91374], [2.97874, -3.77948, 0.39986], [-7.71816, -2.45431, 0.06777], [-7.22697, -0.84872, 0.59369], [-7.34335, -1.21407, -1.12887], [-5.33391, -2.44423, 0.81780], [-5.50871, -2.90585, -0.87273], [-4.96008, -0.53785, -1.53379], [-3.65446, -1.43799, -0.76316], [-4.15808, -0.30006, 1.40221], [-5.47778, 0.57259, 0.63550], [-3.59029, 2.04574, 0.79507], [-3.91185, 1.68384, -0.90211], [-2.05006, 0.04837, -0.91337], [-1.08456, 2.03084, -1.70077], [-1.67347, 2.97724, -0.31878], [0.90891, 3.27410, -1.13585], [1.94993, 1.09399, -1.67344], [2.59669, 0.99173, -0.02686], [4.33558, 1.81571, -1.59198], [3.28305, 3.14603, -2.08129], [4.92020, 3.91527, -0.39004], [4.36582, 2.66581, 0.72995], [3.31388, 4.83914, 1.27192], [2.67075, 4.95210, -0.36841], [0.93491, 4.11193, 1.19472], [1.99313, 2.77558, 1.66686], [-1.87970, 0.75162, 2.00856], [-0.74889, -1.41532, 2.17369], [-2.31168, -1.61304, 1.34383], [1.17020, -1.29582, 0.89498], [1.03667, -3.03957, -1.46788], [1.69667, -1.40711, -1.68242], [4.00550, -1.11452, -1.39824], [6.17523, -1.83382, -0.48822], [6.30280, -3.80055, 0.99533], [4.24905, -5.04370, 1.56420], [2.07711, -4.32058, 0.64753]],
  "forces_ev_per_a": [[0.194, -0.136, 0.081], [-0.040, 0.157, -0.213], [-0.015, -0.144, 0.367], [0.023, 0.133, -0.372], [0.068, -0.255, 0.066], [-0.133, 0.248, 0.098], [-0.284, 0.075, -0.120], [-0.028, 0.066, -0.225], [0.319, -0.171, 0.339], [-0.036, 0.198, -0.259], [0.068, -0.156, 0.209], [-0.052, 0.216, -0.240], [0.065, -0.165, 0.194], [-0.034, 0.215, -0.196], [-0.387, -0.038, 0.034], [0.337, -0.095, 0.386], [-0.010, -0.156, -0.101], [0.006, 0.099, -0.044], [-0.117, 0.006, 0.529], [-0.243, -0.132, -0.355], [0.475, -0.040, -0.048], [-0.229, -0.033, -0.177], [0.039, 0.063, -0.025], [-0.108, -0.040, -0.021], [0.142, -0.006, 0.024], [0.107, 0.029, 0.001], [-0.046, -0.078, 0.046], [0.025, 0.012, -0.033], [-0.132, -0.015, 0.020], [-0.093, 0.094, 0.055], [-0.081, 0.062, -0.101], [0.063, -0.093, 0.015], [0.032, -0.070, 0.069], [0.025, 0.033, -0.117], [0.071, 0.030, -0.097], [-0.034, -0.040, 0.132], [-0.016, -0.022, 0.121], [0.042, 0.098, -0.045], [-0.054, 0.105, -0.020], [0.070, 0.036, -0.002], [-0.031, 0.023, 0.037], [-0.013, -0.039, -0.085], [0.014, -0.051, 0.054], [-0.035, -0.070, 0.012], [-0.030, -0.063, 0.006], [0.000, 0.017, -0.096], [0.039, 0.025, -0.087], [0.060, -0.034, 0.057], [0.077, -0.031, 0.060], [-0.023, 0.085, -0.035], [0.021, 0.097, -0.027], [-0.041, -0.028, 0.042], [-0.047, 0.000, 0.025], [0.037, 0.018, -0.009], [-0.052, -0.007, 0.018], [0.052, -0.036, -0.019], [-0.142, 0.024, 0.041], [0.112, 0.139, -0.007], [-0.004, -0.148, 0.006], [-0.035, 0.106, -0.071], [0.073, 0.041, -0.017], [0.074, -0.023, 0.032], [0.002, -0.071, 0.048], [-0.105, -0.062, 0.039]]
}

Record 2
{
  "formula": "CH5N2S",
  "method": "the ωB97M-V functional and the def2-TZVPD basis",
  "charge": 1,
  "de_lowest_ev": 2.867,
  "e_homo_ev": -13.467,
  "species": ["C", "N", "N", "S", "H", "H", "H", "H", "H"],
  "xyz": [[-0.16880, -0.30987, 0.07594], [-1.79333, -1.87894, 0.27797], [0.61929, 0.92320, -0.11910], [-1.79367, -0.36417, 0.25756], [0.36381, -1.24515, 0.02301], [-2.68214, -2.33734, 0.43133], [1.55751, 0.80623, 0.29410], [0.17293, 1.72581, 0.34636], [0.74292, 1.15668, -1.12069]],
  "forces_ev_per_a": [[0.263, 1.738, -0.050], [-1.699, -1.679, 0.170], [-0.087, 0.212, -0.153], [1.830, -0.505, -0.144], [0.101, 0.039, -0.036], [-0.361, 0.228, 0.058], [-0.341, 0.116, -0.107], [0.260, -0.119, -0.176], [0.035, -0.028, 0.437]]
}

Record 3
{
  "formula": "C27H45BrN2O2P2Pd",
  "method": "the ωB97M-V functional and the def2-TZVPD basis",
  "multiplicity": 5,
  "charge": 4,
  "e_homo_ev": [-18.706, -19.470],
  "species": ["N", "C", "C", "C", "C", "C", "C", "Pd", "P", "C", "C", "C", "C", "C", "C", "C", "Br", "H", "H", "H", "H", "H", "H", "H", "H", "H", "H", "P", "C", "C", "H", "H", "H", "H", "H", "C", "C", "H", "H", "H", "H", "H", "C", "C", "H", "H", "H", "H", "H", "C", "C", "H", "H", "H", "H", "H", "C", "C", "H", "H", "H", "H", "H", "C", "C", "H", "H", "H", "H", "H", "N", "C", "C", "O", "O", "H", "H", "H", "H", "H"],
  "xyz": [[-4.84545, -1.05821, 3.38020], [-3.72959, -0.44391, 3.77230], [-3.03046, 0.40820, 2.93679], [-3.51337, 0.66959, 1.62274], [-4.71574, 0.01882, 1.22189], [-5.32367, -0.84415, 2.13630], [-2.76582, 1.49878, 0.70556], [0.03430, 0.33334, -2.23721], [2.20850, 0.75809, -1.84724], [-2.91788, 1.55155, -0.65674], [-2.03226, 2.31066, -1.53541], [-2.08667, 2.09196, -2.97125], [-1.06094, 2.57547, -3.78033], [-0.06828, 3.27768, -3.10028], [-0.16183, 3.84795, -1.81391], [-1.25761, 3.41748, -1.04123], [1.53437, 3.71025, -4.21332], [-1.90323, 2.01245, 1.17300], [-3.39823, 0.67779, -1.07898], [-2.09279, 0.86560, 3.25299], [-5.11843, 0.15458, 0.20424], [-3.38722, -0.69034, 4.79160], [-6.22127, -1.43603, 1.87337], [-3.05224, 1.78707, -3.42784], [-1.61441, 4.02023, -0.19078], [-0.92774, 2.44242, -4.88032], [0.57693, 4.63416, -1.56272], [-0.33820, -1.89184, -0.91317], [2.65029, 2.24566, -0.90267], [3.56609, 3.25570, -1.57106], [3.10947, 1.88864, 0.02394], [1.72450, 2.74186, -0.57813], [3.65773, 4.14208, -0.92863], [4.58567, 2.89356, -1.77958], [3.11848, 3.58643, -2.51700], [2.22720, 0.67839, -3.69206], [3.48493, 0.75940, -4.54490], [1.68805, 1.62526, -3.93618], [1.53215, -0.08525, -4.10354], [3.13608, 1.01421, -5.55554], [4.19574, 1.53943, -4.24980], [4.00517, -0.20013, -4.61581], [3.37304, -0.50500, -1.34025], [4.85023, -0.15559, -1.49407], [3.14233, -1.42034, -1.89710], [3.13688, -0.69334, -0.28386], [5.42467, -1.04616, -1.21339], [5.13089, 0.10979, -2.52034], [5.16368, 0.65464, -0.83213], [0.63132, -2.99673, 0.20154], [2.01766, -3.45252, -0.24450], [-0.00624, -3.87502, 0.37667], [0.70556, -2.41124, 1.12754], [2.18955, -4.46507, 0.13984], [2.15347, -3.47624, -1.32983], [2.78738, -2.77645, 0.15654], [-0.18205, -2.77393, -2.50269], [-1.11131, -2.15444, -3.53085], [-0.39566, -3.83091, -2.29959], [0.86113, -2.68665, -2.80039], [-0.80303, -2.40569, -4.54886], [-2.13962, -2.47228, -3.37639], [-1.13237, -1.04191, -3.49172], [-2.02794, -2.39538, -0.35133], [-2.17349, -2.81233, 1.11286], [-2.30401, -3.22321, -1.01802], [-2.71489, -1.56452, -0.55588], [-3.22476, -3.01005, 1.33558], [-1.59974, -3.71177, 1.35327], [-1.83481, -2.03231, 1.80187], [2.13306, 1.85421, 4.02758], [2.31334, 0.44909, 3.55918], [1.54536, 0.45785, 2.23862], [1.74319, -0.51985, 1.48319], [0.80629, 1.47993, 2.00985], [2.99792, 2.40996, 3.98153], [1.78268, 1.86838, 5.01196], [1.40278, 2.27277, 3.35319], [3.36566, 0.12858, 3.48116], [1.79358, -0.19165, 4.26629]],
  "forces_ev_per_a": [[1.810, 2.980, -3.467], [-0.138, -1.357, 2.362], [-0.247, 0.502, -1.429], [-1.057, -1.286, 0.497], [0.957, 0.222, 0.632], [-1.891, -1.686, 0.560], [1.345, 0.822, 0.590], [-1.284, -0.735, 1.066], [1.604, -0.950, -0.328], [1.603, -0.470, -0.528], [-1.455, 0.518, 0.533], [-0.273, 0.367, -0.781], [-0.472, -0.988, 0.013], [3.001, 1.311, -1.544], [-1.113, -0.152, 0.517], [1.205, 0.943, -0.859], [-2.681, 1.015, 0.675], [-0.646, 0.061, -0.301], [-0.770, 0.454, -0.509], [-0.308, -0.192, 0.242], [-0.124, -0.249, 0.846], [-0.074, 0.291, -0.423], [0.400, 0.443, 0.047], [0.891, -0.580, 0.407], [0.588, -0.778, 0.006], [-0.672, 0.033, 1.029], [-0.820, -0.511, 0.178], [0.230, -1.866, -0.047], [-0.188, 0.537, 0.173], [0.415, 0.561, -0.542], [-0.115, -0.366, -0.122], [0.183, -0.255, -0.111], [0.030, -0.240, -0.122], [-0.455, -0.032, 0.151], [0.629, -0.043, 0.639], [-0.848, 2.042, -0.137], [0.434, -0.405, -0.621], [0.357, -1.304, 0.112], [0.394, -0.290, 0.446], [0.236, -0.138, 0.144], [-0.240, -0.183, 0.188], [0.018, 0.215, 0.072], [-0.397, -0.547, 0.701], [0.456, 0.093, -0.211], [-0.041, 0.142, 0.013], [0.101, -0.092, -0.171], [-0.050, 0.227, -0.066], [-0.085, -0.098, 0.280], [-0.079, -0.057, -0.035], [0.533, 0.791, 0.398], [0.430, 0.328, 0.068], [0.022, 0.387, -0.339], [0.029, -0.492, -0.004], [0.098, 0.291, -0.117], [-0.097, -0.219, 0.153], [-0.271, -0.412, -0.038], [-0.052, 0.563, 0.224], [-0.020, -0.089, -0.566], [0.070, 0.132, -0.200], [0.090, -0.122, -0.142], [-0.215, -0.051, 0.093], [-0.095, 0.013, -0.130], [-0.020, -0.122, -0.048], [-0.482, 0.681, -0.079], [0.125, 0.087, 0.264], [-0.002, 0.159, 0.096], [-0.078, -0.216, -0.105], [0.070, -0.104, -0.120], [-0.370, 0.177, -0.024], [0.051, 0.001, -0.101], [0.207, 0.739, 1.638], [-0.346, 0.481, -0.062], [-0.038, -0.670, -1.789], [-0.503, 0.928, 0.454], [0.282, -0.805, 0.210], [-0.314, -0.194, 0.173], [0.495, 0.300, -0.906], [0.472, -0.638, 0.301], [-0.555, 0.355, -0.050], [0.119, -0.211, -0.017]]
}

Record 4
{
  "formula": "C2H4NPS",
  "method": "the ωB97M-V functional and the def2-TZVPD basis",
  "multiplicity": 3,
  "de_lowest_ev": 1.460,
  "e_homo_ev": [-5.372, -9.335],
  "species": ["C", "C", "N", "P", "S", "H", "H", "H", "H"],
  "xyz": [[-0.70439, -0.03913, 0.16620], [0.10192, -1.28894, 0.19863], [-0.40576, 1.02203, -0.48379], [0.24362, 2.29364, -1.26069], [1.45122, 3.06253, 0.05279], [1.11778, -1.03713, -0.02327], [-1.50735, -0.09700, 0.84687], [-0.18524, -2.04485, -0.54957], [-0.11180, -1.87116, 1.05283]],
  "forces_ev_per_a": [[-0.140, -3.407, 1.871], [-0.549, 0.001, -1.975], [1.619, 5.688, -4.207], [-2.883, -4.465, 0.715], [1.761, 1.436, 1.652], [0.972, -0.268, 0.420], [-1.138, 0.786, 0.573], [-0.051, 0.348, -0.634], [0.410, -0.119, 1.586]]
}

Record 5
{
  "formula": "C30H20FeN8",
  "method": "the ωB97M-V functional and the def2-TZVPD basis",
  "multiplicity": 6,
  "charge": 3,
  "de_lowest_ev": 0.000,
  "e_homo_ev": [-16.282, -16.275],
  "species": ["Fe", "C", "C", "N", "C", "C", "N", "C", "C", "C", "C", "C", "N", "C", "C", "N", "C", "C", "N", "C", "C", "C", "N", "C", "C", "H", "H", "H", "H", "H", "H", "H", "H", "H", "H", "H", "H", "C", "C", "N", "C", "C", "C", "C", "C", "C", "C", "C", "C", "N", "C", "H", "H", "H", "H", "H", "H", "H", "H"],
  "xyz": [[-0.11454, -0.00421, -0.14763], [-0.17060, 4.40149, -0.12282], [-0.26519, 3.08857, -0.57349], [-0.30633, 2.07998, 0.29662], [-0.27100, 2.34987, 1.61472], [-0.17499, 3.66799, 2.03605], [-0.12024, 4.67467, 1.17243], [-0.33956, 1.17096, 2.50474], [-0.45005, 1.21145, 3.87205], [-0.52158, 0.01263, 4.60379], [-0.49494, -1.19155, 3.87776], [-0.39316, -1.16252, 2.50952], [-0.29712, 0.00112, 1.83883], [-0.38892, -2.34627, 1.62316], [-0.40519, -3.66640, 2.04876], [-0.37351, -4.67755, 1.18930], [-0.34065, -4.40674, -0.10688], [-0.34426, -3.09208, -0.56253], [-0.36296, -2.07974, 0.30411], [-0.64100, 0.01568, 6.06190], [-0.05787, -0.99412, 6.82299], [-0.20919, -0.95195, 8.20248], [-0.90330, 0.00114, 8.81812], [-1.46692, 0.96341, 8.09374], [-1.35510, 1.02056, 6.71034], [-0.13199, 5.23314, -0.81555], [-0.31669, 2.85345, -1.62882], [-0.13630, 3.92456, 3.08744], [-0.47063, 2.16091, 4.38779], [-0.59443, -2.13445, 4.39642], [-0.44708, -3.92115, 3.10040], [-0.31187, -5.24160, -0.79616], [-0.34230, -2.85826, -1.61939], [0.53692, -1.77972, 6.37307], [0.24077, -1.70974, 8.83137], [-2.02922, 1.71498, 8.63334], [-1.85606, 1.81102, 6.16531], [-0.56867, -0.00364, -4.43252], [-0.84506, -0.00592, -3.07056], [0.13159, -0.00592, -2.15056], [1.42897, -0.00457, -2.55786], [1.79119, -0.00290, -3.90197], [0.74643, -0.00194, -4.84932], [3.18477, -0.00192, -4.24532], [4.13116, -0.00249, -3.27997], [3.76986, -0.00389, -1.88938], [4.70957, -0.00319, -0.83558], [4.27452, -0.00402, 0.46708], [2.90254, -0.00590, 0.73044], [1.99990, -0.00644, -0.24024], [2.42215, -0.00516, -1.53644], [-1.38360, -0.00323, -5.14303], [-1.86850, -0.00774, -2.71311], [0.98796, 0.00015, -5.90612], [3.46365, -0.00046, -5.29122], [5.18215, -0.00155, -3.53923], [5.76868, -0.00176, -1.06506], [4.97296, -0.00329, 1.29217], [2.53420, -0.00736, 1.74940]],
  "forces_ev_per_a": [[1.273, -0.004, 0.213], [-0.014, -0.055, 0.147], [-0.026, 0.011, -0.077], [-0.070, -0.332, -0.158], [-0.016, 0.101, 0.047], [-0.020, 0.021, -0.030], [0.008, 0.068, 0.015], [-0.007, 0.107, -0.035], [-0.009, 0.057, 0.070], [-0.003, 0.008, -0.107], [0.013, -0.064, 0.085], [0.031, -0.114, -0.039], [-0.244, 0.019, 0.194], [-0.029, -0.105, 0.050], [-0.019, -0.015, -0.028], [0.001, -0.072, 0.018], [-0.016, 0.063, 0.145], [-0.035, -0.014, -0.079], [-0.048, 0.344, -0.163], [-0.031, 0.013, -0.062], [0.030, -0.117, 0.101], [-0.104, 0.179, -0.120], [-0.005, 0.006, 0.104], [0.132, -0.177, -0.120], [-0.031, 0.101, 0.093], [-0.017, -0.018, -0.010], [0.041, -0.011, 0.011], [0.009, 0.018, -0.007], [0.002, -0.033, 0.045], [-0.003, 0.032, 0.039], [0.028, -0.021, -0.006], [-0.020, 0.018, -0.012], [0.039, 0.009, 0.013], [-0.018, 0.013, 0.010], [0.003, 0.005, 0.020], [-0.005, -0.008, 0.023], [-0.001, -0.020, 0.012], [0.053, 0.000, -0.066], [0.218, 0.001, 0.015], [-0.805, -0.001, -0.329], [-0.084, -0.003, 0.141], [0.011, 0.001, -0.113], [0.021, 0.000, -0.011], [0.013, 0.000, -0.015], [0.025, 0.002, 0.028], [0.080, 0.004, 0.022], [0.012, -0.001, -0.087], [-0.019, 0.001, 0.025], [0.033, -0.004, 0.110], [-0.457, -0.011, -0.203], [0.135, 0.002, 0.044], [0.007, 0.000, 0.006], [0.001, 0.001, 0.011], [-0.027, -0.001, 0.009], [-0.007, -0.001, 0.007], [-0.007, 0.000, -0.005], [-0.007, -0.001, 0.024], [-0.012, 0.000, -0.001], [-0.008, 0.000, -0.015]]
}

Number 1: strongest force on any atom 0.0105 hartree/bohr. Number 2: strongest force on any atom 0.0466 hartree/bohr. Number 3: strongest force on any atom 0.0956 hartree/bohr. Number 4: strongest force on any atom 0.1411 hartree/bohr. Number 5: strongest force on any atom 0.0251 hartree/bohr.